Molecular formula: C3H5CaO2
Method: DFT, ωB97M-V with the def2-TZVPD basis set

Results
- spin multiplicity = 2
- lowest unoccupied orbital energy (alpha / beta) (eV) = 0.0 / -1.0
- gap between HOMO and LUMO (alpha / beta) (Ha) = 0.2079 / 0.2030
- net charge = 0
- HOMO level (alpha / beta) (eV) = -5.64 / -6.53
- <S²> = 0.755

Geometry as XYZ:
```
11
Properties=species:S:1:pos:R:3:forces:R:3
H 0.290613 0.280852 1.133347 -2.4248 -2.3533 0.0078
C -1.395026 0.984938 -0.032518 0.5463 1.8399 -0.7846
C -0.820955 -0.275171 0.367367 3.4496 1.8413 0.5488
O 0.015536 -0.765431 -0.695549 -0.7887 0.6509 -1.1529
C 0.956231 -1.627413 -0.427423 0.2799 -1.0235 0.6585
O 2.066382 -0.909531 -0.423707 0.6439 0.5906 -0.1333
Ca 1.087592 2.308001 -0.110035 -1.2058 -1.1001 0.1742
H -1.991443 1.446060 0.763809 -0.2393 -0.0858 -0.7489
H -1.572145 1.124429 -1.107399 -0.8246 -0.2365 0.6128
H -1.451867 -1.108015 0.697631 0.5886 0.1622 0.9528
H 2.815085 -1.458720 -0.165528 -0.0252 -0.2857 -0.1353
```
Forces are in eV/Å.


Molecular formula: C4H11NS
Method: DFT, ωB97M-V with the def2-TZVPD basis set

Results
- lowest unoccupied orbital energy (eV) = 0.8
- gap between HOMO and LUMO (Ha) = 0.3631
- net charge = 0
- HOMO level (eV) = -9.07
- relative energy (zero: lowest compared OMol25 entry of this formula, charge and spin) (kcal/mol) = 14.9

Geometry as XYZ:
```
17
Properties=species:S:1:pos:R:3:forces:R:3
C 0.624729 1.317334 1.576597 1.7596 -0.1031 -0.0271
C 0.338715 1.403135 0.062259 2.8221 2.2780 0.6380
C 0.934147 0.362668 -0.874932 -1.5774 0.2479 -1.6851
C -0.002107 -0.846441 -1.142261 0.7631 0.3632 -0.0643
H 0.190957 2.204364 2.044252 0.0832 -0.1174 0.1020
H 1.732236 1.303894 1.809342 -0.9962 0.3091 -0.4560
H 0.289307 0.435381 2.098266 -0.6805 -0.4426 -0.0801
H 0.866446 2.372371 -0.274382 -0.2770 -1.2417 0.6963
H -1.655669 0.936298 0.029493 0.9812 0.4568 -0.6047
H -1.370083 2.400001 0.442224 0.5417 0.3877 -0.3039
H 1.972195 0.124588 -0.644840 -0.1674 -0.1427 0.1209
H 0.877815 0.878865 -1.903758 0.5346 -0.6988 1.3587
H -0.920689 -0.421828 -1.563334 0.1766 -0.3643 0.0339
H 0.497550 -1.482574 -1.877527 -0.2667 0.1794 -0.0288
H -0.511587 -3.018708 -0.549314 -0.0960 0.0506 0.3957
N -0.998824 1.719935 -0.220702 -3.7273 -1.1413 0.1785
S -0.396851 -1.949524 0.262782 0.1264 -0.0206 -0.2740
```
Forces are in eV/Å.